Entry 1:
Formula: C5H3NO
Source: the OMol25 dataset
Level of theory: wB97M-V/def2-TZVPD

Structure (XYZ):
```
10
Properties=species:S:1:pos:R:3:forces:R:3
O 0.501 -1.197 -1.444 1.1 -3.1 1.6
N 0.472 -0.361 0.958 -0.6 0.6 -0.7
C -0.825 1.404 -0.282 -1.4 1.5 -0.4
C 0.938 -2.059 -0.730 -0.3 2.2 -1.4
C 1.307 -2.513 0.489 -0.8 1.0 -0.9
C 0.892 -1.481 1.355 -0.3 1.4 0.3
C -0.096 0.418 0.164 0.1 -0.5 1.1
H -1.310 2.114 0.483 0.9 -1.1 -1.4
H -1.081 1.544 -1.389 0.6 -0.3 1.9
H 1.857 -3.289 0.900 0.6 -1.7 -0.2
```
Forces are in eV/Å.

As for the calculated total energy: -322.14201 a.u. As for the spin multiplicity: 1. The calculation puts the LUMO energy at 0.20 eV. The value obtained for the relative energy (zero: lowest compared OMol25 entry of this formula, charge and spin) is 93.99 kcal/mol.



Entry 2:
Formula: C5H3NO
Source: the OMol25 dataset
Level of theory: wB97M-V/def2-TZVPD

Structure (XYZ):
```
10
Properties=species:S:1:pos:R:3:forces:R:3
O -1.713 -1.136 -0.022 -1.9 1.3 0.5
N -0.402 -1.385 -0.042 0.8 0.8 -0.7
C 0.193 -0.200 -0.129 -1.6 -0.9 0.2
C 1.574 -0.152 -0.152 6.8 -1.0 1.3
C -1.958 0.227 0.029 1.5 -0.7 -0.7
C 2.796 -0.340 0.060 -8.0 1.2 -1.4
C -0.742 0.856 -0.098 -1.5 -0.3 1.0
H 3.790 -0.344 0.148 3.2 -0.1 0.3
H -2.989 0.590 0.076 0.6 -0.5 0.1
H -0.547 1.884 0.129 0.1 0.3 -0.5
```
Forces are in eV/Å.

As for the calculated total energy: -322.18199 a.u. As for the spin multiplicity: 1. The calculation puts the LUMO energy at 0.64 eV. The value obtained for the relative energy (zero: lowest compared OMol25 entry of this formula, charge and spin) is 68.90 kcal/mol.



Entry 3:
Formula: C5H3NO
Source: the OMol25 dataset
Level of theory: wB97M-V/def2-TZVPD

Structure (XYZ):
```
10
Properties=species:S:1:pos:R:3:forces:R:3
O 1.612 -1.263 -0.606 -4.7 -3.0 5.5
N -2.609 0.042 -0.386 7.1 -1.6 1.6
C 0.698 1.095 0.316 -1.0 2.3 -1.9
C 0.671 -1.481 0.298 2.2 2.1 -4.8
C -1.440 -0.173 -0.093 -6.7 1.9 -2.2
C -0.104 -0.151 0.539 -0.9 0.1 3.1
C 0.927 2.226 -0.136 1.2 -0.6 1.1
H 0.063 -2.440 0.760 2.3 1.7 -1.3
H -0.610 -0.100 1.622 1.8 -0.2 -1.5
H 1.397 3.259 -0.373 -1.3 -2.5 0.5
```
Forces are in eV/Å.

As for the calculated total energy: -322.13206 a.u. As for the spin multiplicity: 1. The calculation puts the LUMO energy at -0.68 eV. The value obtained for the relative energy (zero: lowest compared OMol25 entry of this formula, charge and spin) is 100.24 kcal/mol.



Entry 4:
Formula: C5H3NO2
Source: the OMol25 dataset
Level of theory: wB97M-V/def2-TZVPD

Structure (XYZ):
```
11
Properties=species:S:1:pos:R:3:forces:R:3
O -1.930 1.813 -0.747 -1.3 0.7 -0.3
O -1.871 -2.517 0.381 -0.4 1.8 -0.2
N -1.061 -0.157 -0.091 -2.1 -3.4 1.0
C -2.060 -1.375 0.110 2.5 0.7 -0.5
C -4.353 -0.889 -0.248 -0.1 0.3 -0.2
C -3.166 -0.385 -0.333 0.1 -0.5 0.5
C 0.372 0.070 0.037 -0.1 0.5 -2.3
C -2.084 0.672 -0.454 1.5 0.5 -0.1
H 0.856 -0.395 -0.914 -0.5 1.2 1.6
H 0.735 -0.494 0.869 0.3 0.0 0.7
H 0.521 1.208 0.133 0.0 -1.9 -0.2
```
Forces are in eV/Å.

As for the calculated total energy: -397.39326 a.u. As for the spin multiplicity: 1. The calculation puts the LUMO energy at -1.47 eV. The value obtained for the relative energy (zero: lowest compared OMol25 entry of this formula, charge and spin) is 87.47 kcal/mol.



HOMO
In order: -8.59 -9.58 -10.73 -10.64
Unit: eV